78
Properties=species:S:1:pos:R:3:forces:R:3 method="wB97M-V/def2-TZVPD" gap_ha=0.318 e_above_lowest_ev=0.4156 charge=0 e_homo_ev=-8.884
Ca -0.54411 -0.06648 1.05976 0.769 -0.149 -0.540
C 4.58196 -1.21600 0.21668 -0.027 -0.007 0.007
C 3.71965 -0.24761 0.98401 0.046 -0.086 0.021
C 3.47328 -0.40680 2.34397 -0.054 -0.039 0.080
C 2.69954 0.51200 3.05938 0.150 0.049 0.021
C 2.47605 0.33725 4.53459 -0.007 -0.013 -0.018
C 2.19097 1.61582 2.38641 -0.063 -0.034 -0.032
C 2.42222 1.80089 1.02324 -0.155 0.028 -0.056
C 1.88699 3.01730 0.31429 -0.050 -0.011 0.008
C 3.16850 0.85223 0.33697 0.069 0.104 -0.124
H 4.72628 -2.14676 0.76455 -0.005 -0.006 0.007
H 5.56664 -0.78177 0.03134 -0.001 -0.005 -0.007
H 4.13723 -1.45343 -0.75215 0.001 0.005 0.008
H 3.90466 -1.25471 2.86963 -0.014 -0.003 -0.006
H 2.19859 -0.69025 4.76369 -0.004 -0.020 0.017
H 1.67385 0.98281 4.88626 -0.001 -0.002 -0.009
H 3.38583 0.58036 5.08875 -0.002 -0.008 -0.008
H 1.60293 2.35045 2.92496 -0.057 -0.060 0.006
H 2.63322 3.81445 0.29940 0.008 -0.003 0.007
H 0.99351 3.39602 0.80987 0.002 0.003 -0.005
H 1.62886 2.78830 -0.72191 0.010 0.004 -0.007
H 3.36472 0.98818 -0.72056 -0.029 -0.006 0.023
O 1.66694 -2.73045 0.96640 0.320 0.124 0.243
N 0.72974 -2.12053 0.16947 -0.278 -0.035 -0.005
C -0.05063 -2.97706 -0.34396 -0.389 -0.005 -0.334
C -1.19298 -2.63331 -1.21887 0.214 -0.023 0.187
C -2.18449 -3.60942 -1.28299 -0.030 -0.032 0.014
C -3.34317 -3.41375 -2.01315 0.014 0.040 -0.010
C -3.51144 -2.22549 -2.70265 0.011 -0.038 0.019
C -2.51899 -1.25663 -2.66986 -0.012 0.044 -0.029
C -1.34231 -1.43541 -1.94677 0.041 0.038 -0.038
P -0.10812 -0.06237 -1.87787 -0.073 -0.102 -0.028
C 1.34411 -0.70182 -2.77924 -0.019 0.026 -0.048
C 2.36831 0.21032 -3.03614 0.014 0.006 -0.005
C 3.51745 -0.18407 -3.70171 -0.023 -0.026 0.007
C 3.66066 -1.50362 -4.11378 -0.010 0.017 0.008
C 2.64334 -2.41359 -3.87183 0.012 0.007 -0.005
C 1.48633 -2.01332 -3.21492 0.017 -0.024 0.028
C -0.78443 1.16340 -3.03575 -0.001 0.053 0.050
C -0.59811 1.09886 -4.41546 -0.011 0.021 -0.011
C -1.15405 2.06691 -5.23671 -0.006 0.001 0.011
C -1.90369 3.10019 -4.68639 0.000 -0.006 -0.004
C -2.09503 3.16861 -3.31454 0.009 -0.010 -0.003
C -1.53054 2.20592 -2.48880 -0.006 0.011 -0.011
H 2.13582 -1.98856 1.38322 0.099 -0.064 0.036
H 0.08199 -4.02817 -0.09120 0.047 0.022 -0.016
H -2.04640 -4.52755 -0.72529 -0.007 -0.002 -0.005
H -4.10691 -4.17906 -2.03404 -0.006 0.001 -0.001
H -4.41300 -2.04530 -3.27290 -0.001 -0.001 -0.002
H -2.67088 -0.33881 -3.22133 0.003 -0.021 0.010
H 2.25534 1.24352 -2.72466 0.008 -0.010 -0.014
H 4.30155 0.53583 -3.89742 0.001 0.006 0.001
H 4.55952 -1.81768 -4.62787 0.003 0.001 0.000
H 2.74416 -3.43991 -4.20037 -0.003 0.000 -0.001
H 0.69329 -2.73108 -3.05042 -0.001 -0.002 -0.004
H -0.01669 0.29291 -4.84563 0.007 -0.008 -0.009
H -1.00476 2.01543 -6.30743 0.001 0.000 -0.003
H -2.33690 3.85436 -5.33068 0.000 0.000 -0.002
H -2.67801 3.97075 -2.88195 -0.002 0.000 0.005
H -1.68609 2.25694 -1.41689 -0.003 0.003 0.002
O -3.24145 3.05331 1.42392 -0.071 0.170 -0.114
S -2.49425 1.86078 1.67041 0.115 -0.134 -0.010
O -2.68281 0.78956 0.66729 0.027 0.048 0.253
O -1.03054 2.06486 1.81047 -0.209 -0.078 0.163
C -3.05276 1.22159 3.26779 -0.008 -0.049 0.157
C -4.00824 2.04193 3.85669 0.081 -0.065 -0.048
C -4.53366 1.76878 5.11015 -0.058 0.051 0.037
C -4.10160 0.65980 5.80208 -0.023 -0.022 0.063
C -3.15654 -0.17889 5.23113 0.038 0.019 -0.098
C -2.61765 0.06927 3.97401 -0.127 0.102 0.011
S -1.44980 -1.21809 3.46163 -0.011 0.108 -0.109
O -1.89997 -1.66818 2.13015 -0.025 0.162 0.106
O -1.46794 -2.20675 4.49190 0.028 -0.193 0.070
O -0.13620 -0.55472 3.27231 -0.285 0.124 0.102
H -4.33359 2.91457 3.31140 0.001 0.000 -0.002
H -5.27621 2.43316 5.53258 0.005 -0.009 0.004
H -4.49427 0.42943 6.78383 -0.004 0.007 -0.005
H -2.82482 -1.05967 5.75948 0.002 0.000 -0.004